# C14H35NO5S5

A cluster of 6 separate species, C14H35NO5S5 in total at a distorted geometry (ωB97M-V/def2-TZVPD, OMol25).

XYZ file:
```
60
Properties=species:S:1:pos:R:3:forces:R:3:lowdin_charge:R:1
C 5.861498 -0.834092 1.337050 -1.0 -0.1 -0.1 -0.24
S 4.004556 -0.799386 1.273230 -0.8 0.7 0.0 0.82
O 3.549329 0.133301 0.154840 0.8 -1.2 1.0 -0.58
C 3.497095 -2.479573 0.764380 1.4 0.1 -0.6 -0.26
H 6.211288 -1.732731 1.845166 -0.1 -0.2 -0.3 0.04
H 6.080015 -0.001855 2.006180 0.1 0.1 -0.3 0.04
H 6.263277 -0.696579 0.333173 0.1 -0.1 0.1 0.05
H 4.052522 -3.280136 1.252958 -0.1 0.2 0.6 0.05
H 3.834340 -2.571760 -0.268026 -0.7 0.1 -0.3 0.04
H 2.424210 -2.608716 0.906998 0.2 0.3 -0.2 0.04
C -0.131735 -3.859238 -1.027441 -0.2 -0.7 -0.2 -0.24
S 0.908532 -3.761199 -2.549999 -0.5 0.9 0.3 0.81
O 2.278577 -3.499215 -2.018515 0.0 -0.4 -0.2 -0.57
C 0.818208 -5.468048 -3.170929 0.0 0.9 0.8 -0.25
H -0.309004 -2.851768 -0.651052 0.3 0.0 -0.1 0.03
H 0.339497 -4.478932 -0.264540 0.5 0.2 -0.1 0.05
H -1.100901 -4.337264 -1.169919 -0.1 0.1 -0.5 0.05
H 1.519877 -5.538625 -4.002052 0.1 0.0 0.3 0.05
H -0.196258 -5.592030 -3.549857 0.0 -0.3 0.2 0.05
H 1.084105 -6.053687 -2.290910 -0.1 -0.6 -0.4 0.05
C 2.782809 -0.132808 -3.194460 -0.3 -0.5 0.3 -0.24
S 1.398791 0.491097 -4.266191 0.1 -1.6 -0.1 0.84
O 1.099121 -0.600089 -5.266948 0.2 0.8 0.3 -0.60
C 0.036048 0.339319 -3.025912 1.2 0.6 -0.4 -0.26
H 3.781697 0.191362 -3.486421 -0.4 1.1 0.1 0.05
H 2.982628 -1.204326 -3.189566 -1.1 -0.4 -0.6 0.03
H 2.483216 0.051984 -2.162870 0.6 0.6 0.1 0.02
H -0.891218 0.695306 -3.474855 0.1 -0.4 -0.3 0.04
H 0.254960 1.039817 -2.220008 0.1 -0.4 0.2 0.04
H 0.054177 -0.712877 -2.741932 -0.3 0.2 0.2 0.03
C -4.410462 -0.246096 -2.255604 0.5 0.5 0.4 -0.23
S -5.431512 0.943613 -1.212750 0.1 0.1 0.4 0.88
O -4.942943 0.827544 0.212450 -0.4 -0.4 -0.6 -0.58
C -4.776535 2.598309 -1.637321 0.2 0.2 0.0 -0.25
H -4.858982 -0.659625 -3.158889 -0.4 0.9 -0.1 0.05
H -4.189076 -1.156934 -1.699297 -0.2 0.3 0.7 0.05
H -3.458495 0.251743 -2.440053 0.0 -0.1 -0.3 0.02
H -5.147901 3.356079 -0.947412 -0.8 -0.6 0.3 0.05
H -5.060031 2.969387 -2.622216 0.4 -0.4 -0.2 0.05
H -3.720596 2.652455 -1.372439 0.3 -0.5 -0.7 0.05
C -2.149228 3.404933 5.524345 1.2 1.1 -0.3 -0.24
S -0.555340 3.373607 4.545904 1.1 2.4 -0.3 0.84
O -0.629531 4.380876 3.381370 -0.6 -1.6 1.8 -0.59
C 0.537657 4.304445 5.792555 -0.5 -0.3 0.2 -0.24
H -2.340680 2.457899 6.028900 -0.2 0.0 -0.5 0.05
H -2.836022 3.768444 4.759961 -0.4 -0.6 0.2 0.05
H -2.042761 4.195101 6.267587 -0.1 0.0 0.0 0.03
H 0.047869 5.112585 6.335806 -0.7 -0.1 -0.3 0.04
H 1.368555 4.813405 5.304001 0.0 -0.6 -0.5 0.05
H 0.888954 3.610770 6.556428 0.1 -0.2 -0.2 0.04
N -2.242156 1.115504 0.602791 1.1 -0.9 -0.4 0.01
C -1.524800 0.110009 -0.077471 -2.3 1.2 0.2 -0.14
C -0.206112 0.219571 0.239515 0.0 0.2 0.5 -0.14
C -0.117484 1.300477 1.141178 -0.5 1.2 1.2 -0.09
C -1.399620 1.841439 1.371052 1.4 -1.2 -0.5 -0.12
H -3.249450 1.181820 0.635122 -0.2 -0.2 -0.3 0.06
H -2.149270 -0.415470 -0.784787 0.6 -0.5 0.0 0.07
H 0.629593 -0.395500 -0.059956 -0.1 0.1 -0.2 0.08
H 0.776098 1.642703 1.641972 0.0 0.0 -0.1 0.09
H -1.780997 2.593656 2.045687 0.3 0.1 -0.2 0.08
```
Forces are in eV/Å.

Its total energy is -80983.11501 eV. The energy above the lowest of the compared OMol25 structures with the same formula, charge and spin comes out at 9.8 kcal per mole. The spin multiplicity is 1. For the orbital gap, the calculation gives 7.941 eV. The value obtained for the LUMO energy is 0.39 eV. The HOMO energy is -7.548 eV. For the largest force on an atom, the calculation gives 2.65 eV Å⁻¹.

---

# C27H27CoF10N4OS2Te

A structure of composition C27H27CoF10N4OS2Te (ωB97M-V/def2-TZVPD, OMol25).

XYZ file:
```
73
Properties=species:S:1:pos:R:3:forces:R:3:lowdin_charge:R:1
Co 0.249780 -0.577498 -0.027935 0.3 -0.2 0.5 0.18
C 2.917194 0.917369 0.115305 0.0 0.0 0.0 -0.04
N 2.285859 -0.415659 0.126231 0.0 0.0 0.0 -0.24
C 2.768749 -1.110569 -1.081361 0.0 0.0 0.0 -0.19
C 2.028732 -0.585876 -2.297338 0.0 0.0 0.0 -0.21
N 0.614076 -0.383282 -1.969380 0.0 0.0 -0.1 -0.08
C -0.226195 -0.232653 -3.058142 0.0 -0.1 0.0 -0.21
C -1.319351 0.656463 -3.077514 0.0 0.0 0.0 -0.18
F -1.569637 1.463276 -2.024922 0.1 0.1 0.0 0.04
C -2.192957 0.814451 -4.134111 0.0 0.0 0.0 -0.15
F -3.194518 1.690882 -4.032613 0.0 0.0 0.0 0.13
C -2.016487 0.106614 -5.305300 0.0 0.0 0.0 -0.15
F -2.842601 0.264923 -6.341038 0.0 0.0 0.0 0.12
C -0.952894 -0.766654 -5.363748 0.0 0.0 0.0 -0.15
F -0.749098 -1.491043 -6.467259 0.0 0.0 0.0 0.12
C -0.111549 -0.938317 -4.277461 0.0 0.0 0.0 -0.14
F 0.832044 -1.888969 -4.454277 0.0 0.0 0.1 0.06
C 2.625771 -1.088753 1.397487 0.0 0.0 0.0 -0.17
C 1.629976 -0.601475 2.425759 0.0 0.0 0.1 -0.22
N 0.300998 -0.975527 1.949863 0.0 0.1 -0.2 -0.11
C -0.734820 -0.762743 2.851231 -0.1 0.0 0.1 -0.19
C -1.790975 -1.687032 2.973468 0.1 0.0 0.0 -0.17
F -1.763693 -2.823010 2.272934 0.0 0.0 -0.1 0.02
C -2.855717 -1.531992 3.836958 0.0 0.0 0.0 -0.15
F -3.807511 -2.460891 3.892782 0.0 0.0 0.0 0.13
C -2.918975 -0.437346 4.682924 0.0 0.0 0.0 -0.16
F -3.948696 -0.273978 5.514474 0.0 0.0 0.0 0.13
C -1.892993 0.479042 4.636862 0.0 0.0 0.0 -0.15
F -1.919919 1.556702 5.426745 0.0 0.0 0.0 0.12
C -0.843260 0.311829 3.746789 -0.1 0.0 0.0 -0.14
F 0.083523 1.298816 3.757002 0.0 -0.1 0.0 0.06
H 4.003778 0.788466 0.086678 0.0 0.0 0.0 0.11
H 2.656172 1.482238 1.002516 0.0 0.0 0.0 0.08
H 2.599428 1.471463 -0.759475 0.0 0.0 0.0 0.08
H 2.584111 -2.171609 -0.960159 0.0 0.0 0.0 0.05
H 3.849727 -0.966069 -1.190548 0.0 0.0 0.0 0.13
H 2.198250 -1.314471 -3.088060 0.0 0.0 0.0 0.11
H 2.483052 0.351524 -2.652197 0.0 0.0 0.1 0.12
H 3.657798 -0.864140 1.686601 0.0 0.0 0.0 0.13
H 2.530698 -2.163508 1.255845 0.0 0.0 0.0 0.08
H 1.775552 0.478134 2.549437 0.0 0.0 0.0 0.09
H 1.841727 -1.052847 3.401942 0.0 0.0 0.0 0.13
N -0.254888 1.354769 0.418029 0.0 0.1 -0.2 0.10
C 0.458903 2.603255 0.302917 0.0 0.0 0.0 -0.27
C 0.776412 3.120638 -0.947552 0.0 0.0 0.0 -0.04
C 1.471077 4.315874 -1.040691 0.0 0.0 0.0 -0.07
C 1.850854 5.004894 0.103523 0.0 0.0 0.0 -0.09
C 1.514693 4.494274 1.347516 0.0 0.0 0.0 -0.07
C 0.814636 3.299891 1.449124 0.0 0.0 0.0 -0.04
H -1.067962 1.402407 -0.188185 0.0 0.0 0.0 0.06
H -0.630755 1.263325 1.356638 0.0 0.0 0.0 0.08
H 0.504335 2.576320 -1.839615 0.0 0.0 0.0 0.11
H 1.717895 4.709855 -2.018123 0.0 0.0 0.0 0.11
H 2.394996 5.936423 0.024268 0.0 0.0 0.0 0.10
H 1.789631 5.026843 2.248577 0.0 0.0 0.0 0.11
H 0.548728 2.909894 2.422684 0.0 0.0 -0.1 0.10
C 1.956502 -4.440244 0.056392 0.0 0.0 0.0 -0.40
Te 0.134951 -3.310267 -0.070988 -0.1 0.2 0.0 1.47
C -0.112759 -3.778006 -2.123464 0.0 0.0 0.0 -0.38
H 1.673179 -5.483362 -0.071469 0.0 0.0 0.0 0.01
H 2.387497 -4.316027 1.047669 0.0 0.0 0.0 0.00
H 2.683386 -4.169121 -0.706089 0.0 0.0 0.0 0.01
H 0.814270 -3.596412 -2.658292 0.0 0.0 0.0 0.01
H -0.897306 -3.131380 -2.509650 0.0 0.0 0.0 -0.01
H -0.411774 -4.819080 -2.217759 0.0 0.0 0.0 0.01
C -3.900587 1.437800 1.712306 0.0 0.0 0.0 -0.08
O -2.857370 0.704865 1.056012 -0.1 0.0 -0.1 -0.26
C -3.198087 -0.403571 0.377357 0.1 -0.1 0.2 -1.24
S -4.702121 -1.036331 0.338236 0.0 0.0 0.0 0.70
S -1.890380 -1.114857 -0.520900 -0.3 -0.1 0.0 0.69
H -3.411047 2.312174 2.134908 0.0 0.0 0.0 0.10
H -4.355561 0.832615 2.494318 0.0 0.0 0.0 0.07
H -4.666524 1.726237 0.995314 0.0 0.0 0.0 0.08
```
Forces are in eV/Å.

Its total energy is -130207.54071 eV. The energy above the lowest of the compared OMol25 structures with the same formula, charge and spin comes out at 0.0 kcal per mole. The spin multiplicity is 1. For the orbital gap (spin up / spin down), the calculation gives 6.911 / 6.923 eV. The value obtained for the LUMO energy (spin up / spin down) is -0.68 / -0.67 eV. The HOMO energy (spin up / spin down) is -7.593 / -7.592 eV. For the largest force on an atom, the calculation gives 0.62 eV Å⁻¹.